14
Properties=species:S:1:pos:R:3:forces:R:3:lowdin_charge:R:1 method="wB97M-V/def2-TZVPD" total_charge=0 de_lowest_kcal_mol=15.14 lumo_energy_ev=0.853 gap_ev=11.097
C 1.8300 0.0273 0.0734 0.0226 -0.0012 0.0160 -0.005
C 0.5369 0.8034 0.0453 0.0002 0.3060 -0.1099 -0.382
O 0.5134 1.9659 -0.3127 0.0289 -0.4211 0.1233 0.084
C -1.0966 -1.0878 -0.4072 0.0175 -0.0535 -0.0444 -0.037
C -0.7851 0.1428 0.4465 0.1784 -0.1604 -0.0138 -0.396
O -1.8161 1.0808 0.3258 -0.0059 0.1315 -0.0127 -0.025
H 1.8944 -0.6641 0.9190 -0.1043 0.0893 -0.1136 0.088
H 1.9201 -0.5595 -0.8487 -0.0739 0.0572 0.1303 0.094
H 2.6579 0.7391 0.1058 -0.1153 -0.1300 0.0012 0.088
H -1.0719 -0.8321 -1.4718 0.0156 -0.0242 0.1400 0.092
H -0.4004 -1.9115 -0.2161 -0.0666 0.1379 -0.0275 0.080
H -0.6902 -0.1733 1.5002 0.0460 0.0734 -0.1380 0.154
H -2.1090 -1.4251 -0.1680 0.1715 0.0327 -0.0077 0.085
H -1.3834 1.8942 0.0086 -0.1147 -0.0374 0.0567 0.083